Record 1
This record from OMol25 describes a structure of composition C5H6CuN3O3S in a non-equilibrium geometry. The level of theory is ωB97M-V with the def2-TZVPD basis set.

Last column: Mulliken charge in e.
Atoms and positions in Å:
1 Cu -0.82 -0.94 -0.51  -0.231
2 N 0.03 2.04 -1.69  -0.706
3 C 1.29 1.65 -1.05  -0.648
4 C 1.12 1.24 0.42  0.686
5 O 1.69 1.91 1.30  -0.800
6 N 0.33 0.20 0.58  -0.148
7 C 0.02 -0.21 1.93  -0.265
8 C -1.44 -0.71 2.07  0.644
9 O -1.94 -0.68 3.20  -0.757
10 O -2.01 -1.15 1.03  -0.722
11 H -0.48 2.63 -1.03  0.265
12 H -0.52 1.18 -1.77  0.270
13 H 1.99 2.49 -1.10  0.267
14 H 1.71 0.81 -1.62  0.246
15 H 0.19 0.60 2.64  0.288
16 H 0.67 -1.05 2.22  0.143
17 S -0.82 -1.90 -2.53  -0.367
18 C -0.60 -3.48 -2.13  0.504
19 N -0.43 -4.61 -1.96  -0.669

The HOMO-LUMO gap is 6.31 eV. The net charge is -2. For the total energy, the calculation gives -2622.8982 hartree. The calculation puts the LUMO energy at 0.2040 hartree.

=====

Record 2
This record from OMol25 describes a structure of composition C5H6ErO4 in a non-equilibrium geometry. The level of theory is ωB97M-V with the def2-TZVPD basis set.

Last column: Mulliken charge in e.
Atoms and positions in Å:
1 O 0.06 1.14 -2.90  -0.643
2 C -0.72 0.71 -2.00  1.178
3 O -1.89 0.33 -2.30  -0.592
4 O -0.34 0.68 -0.74  -0.165
5 C -0.79 -0.42 0.07  -0.593
6 C -0.18 -0.27 1.45  -0.762
7 Er -1.64 0.92 -4.78  2.002
8 H -0.55 -1.37 -0.42  0.487
9 H -1.88 -0.38 0.17  0.422
10 H -0.89 0.35 2.01  0.417
11 H 1.53 0.50 2.67  0.447
12 C 1.90 -0.95 0.99  0.491
13 C 1.23 0.29 1.63  -0.354
14 O 2.60 -1.78 0.71  0.027
15 H 0.06 -0.86 2.47  0.362
16 H 1.50 1.11 0.95  0.273

The HOMO-LUMO gap (alpha / beta) is 6.76 / 4.45 eV. The net charge is +3. For the total energy, the calculation gives -1508.7938 hartree. Its spin multiplicity is 4. The calculation puts the LUMO energy (alpha / beta) at -0.5413 / -0.6261 hartree. Its expectation value of S² is 3.757. The calculation puts the energy above the lowest of the compared OMol25 structures with the same formula, charge and spin at 12.6 kcal/mol.